106
Properties=species:S:1:pos:R:3:forces:R:3 method="wB97M-V/def2-TZVPD" homo_ev="-12.6 / -13.9" de_lowest_ev=5.2970 charge=+2 spin_multiplicity=2
Ir -0.170193 0.143709 -0.197921 -2.1 0.6 -0.9
O -4.270119 2.820076 -5.100563 -0.3 0.0 0.1
O -2.748044 3.749719 -6.304388 0.1 0.2 -0.3
N -1.475429 -0.149462 -1.975660 0.0 -0.5 0.2
N 0.747078 1.198436 -1.778281 0.6 0.4 0.4
N 2.393420 3.155484 2.105042 -0.3 0.0 -0.1
N 0.324561 4.228003 1.441500 0.1 -0.2 0.1
N 0.560810 1.811381 1.128022 0.6 -0.8 0.4
N 0.390587 2.781395 3.385819 -0.1 0.1 -0.2
N -3.121629 3.075252 -5.384501 0.2 -0.2 0.3
C 2.351474 2.744962 -2.676499 -0.2 -0.1 -0.1
C 1.982421 1.683844 -1.847777 0.1 -0.2 -0.1
C 2.059717 2.035493 1.262414 -0.1 0.1 0.1
C -0.008424 3.105703 0.596762 0.0 0.1 0.0
C 1.551064 -3.833911 0.195444 0.9 0.8 -0.6
C 1.841803 2.938101 3.442208 0.1 0.0 0.1
C -1.352558 -1.486121 0.575766 0.4 -1.0 0.3
C 2.783710 -1.576775 -1.419255 0.4 0.5 -0.2
C 0.063449 -3.625682 0.399215 0.0 0.2 0.1
C -1.385797 0.958413 -2.767299 0.2 0.0 0.2
C 0.113418 2.750865 -3.512898 -0.3 0.2 -0.4
C 4.270239 -1.650536 -1.626582 -0.7 0.1 -0.3
C 1.372499 -3.710871 3.774575 -0.1 -0.1 0.1
C 5.078726 -1.353135 -0.376507 0.0 0.0 0.0
C -3.426296 0.449899 -3.914515 -0.1 0.1 -0.1
C -0.498535 -4.790356 1.252462 -0.6 0.3 0.2
C 2.382744 -1.616044 2.893252 0.0 0.0 -0.1
C 0.836505 -1.568942 4.850289 -0.1 0.1 0.0
C -0.921891 3.200760 -4.411776 0.4 -0.1 0.3
C 0.068078 1.663449 2.542066 -0.1 0.2 0.1
C -3.238031 -0.031701 1.618294 0.1 -0.3 0.3
C -2.489024 -0.967823 -2.228425 0.1 0.4 -0.2
C -4.265110 -0.990510 0.996699 -0.1 -0.1 0.1
C -1.011964 -1.011634 2.804929 -0.8 -0.1 -0.3
C -1.870584 -0.722943 1.588827 0.5 1.8 0.5
C 4.630709 -0.691044 -2.780797 0.4 -0.1 0.2
C 1.103862 -2.230862 3.491932 -0.1 -0.1 0.0
C -3.285707 1.286467 0.844068 0.0 -0.1 -0.2
C -2.339983 1.321276 -3.716779 0.0 0.2 -0.1
C -2.078031 2.527586 -4.474076 -0.3 -0.1 -0.1
C -0.066586 -1.925571 2.540454 0.7 -0.2 -0.4
C -3.471893 -0.704148 -3.187926 0.1 -0.2 0.1
C -0.192005 3.992520 2.796420 0.0 0.0 0.0
C -0.601279 -3.718957 -0.979765 0.0 0.1 0.0
C 1.397459 3.314082 -3.483926 0.1 0.0 0.0
C 1.781031 4.361549 1.537393 0.1 0.0 0.0
C -3.628168 0.251814 3.075069 0.0 -0.1 0.0
C -0.160715 1.688495 -2.661293 -0.1 -0.3 0.1
C -0.290891 -2.312401 1.108863 0.2 -0.8 -0.3
H 5.673873 -0.859270 -3.053656 0.0 0.1 -0.1
H 2.458292 2.243957 0.282154 0.0 0.0 -0.1
H 0.540799 -4.178585 4.304589 0.0 0.0 0.0
H 2.016466 5.211571 2.176151 0.0 0.0 0.0
H 2.289371 2.043030 3.877547 0.0 0.0 0.0
H 1.632900 4.155898 -4.122033 0.0 0.0 0.0
H -3.172217 1.130493 -0.230661 0.0 0.0 0.0
H 0.512975 0.758195 2.938106 0.1 -0.1 0.0
H 2.123093 -1.856383 -2.231777 0.0 0.0 -0.1
H 6.145332 -1.392671 -0.594398 0.0 0.0 0.0
H -4.264035 -1.422839 -3.341717 0.0 0.0 0.0
H -4.199295 -1.990300 1.428886 0.0 0.0 0.0
H 2.323019 -0.949859 -0.656369 0.2 -0.1 0.1
H 3.369636 3.104433 -2.664136 0.0 0.0 0.0
H 2.144152 -0.740843 2.293848 0.1 0.2 0.0
H -0.301300 -4.649356 -1.459162 0.0 0.0 0.0
H 2.910273 -2.315409 2.246675 0.0 0.0 -0.1
H 4.015821 -0.858312 -3.663308 0.0 0.0 0.0
H 2.192601 4.542551 0.542795 0.0 0.0 0.0
H -5.271947 -0.616612 1.180643 0.0 0.0 0.0
H 4.528234 0.351797 -2.469376 0.0 0.0 0.0
H 3.077935 -1.324893 3.680566 0.0 0.0 0.0
H -4.189643 0.680073 -4.641447 0.0 0.0 0.0
H 4.851472 -0.353543 0.006790 0.0 0.0 0.0
H -0.307845 -2.894332 -1.632421 0.1 0.0 0.0
H -2.549679 -1.882771 -1.675488 -0.1 -0.2 -0.1
H -0.221071 -4.729585 2.296868 0.0 0.0 0.0
H 2.508318 1.130372 1.656336 0.0 -0.2 0.0
H 1.922246 -3.032900 -0.477758 -0.1 -0.5 0.5
H -3.632338 -0.656937 3.679121 0.0 0.0 0.0
H -1.953204 -1.843501 -0.219993 -0.1 -0.1 -0.1
H -1.689138 -3.742115 -0.902032 0.0 -0.1 0.0
H -1.277956 3.893595 2.757429 0.0 0.0 0.0
H -1.187483 -0.571487 3.772262 0.0 0.1 0.0
H 2.085094 3.794111 4.069874 0.0 0.0 0.0
H 0.803845 -0.477895 4.795292 0.0 0.0 0.0
H -0.100952 -1.915819 5.288622 0.0 0.0 0.0
H 1.637431 -1.836591 5.537291 0.0 0.0 0.0
H 0.062170 4.846729 3.421951 0.0 0.0 0.0
H 4.880818 -2.074389 0.416434 -0.1 0.0 0.0
H -4.250287 1.763594 1.019079 0.0 0.0 0.0
H 0.394242 3.270175 -0.402207 0.0 0.1 0.0
H -1.588987 -4.786587 1.192964 0.0 -0.1 0.1
H 2.162368 -3.775319 1.087929 -0.1 -0.2 0.1
H -0.764190 4.064212 -5.044256 0.0 0.0 0.0
H -2.513414 1.970377 1.171949 0.0 0.1 0.1
H -0.142469 -5.739089 0.854550 0.1 0.1 -0.1
H -4.139324 -1.070416 -0.083155 0.0 0.0 0.0
H 1.774692 -4.759530 -0.332664 -0.3 -0.2 0.2
H 2.713592 1.200240 -1.221225 0.0 -0.1 0.0
H -2.953474 0.968666 3.548116 0.0 0.0 0.0
H -4.630979 0.674801 3.107631 0.0 0.0 0.0
H -1.087462 3.004269 0.529410 0.0 0.0 0.0
H 4.511308 -2.653576 -1.990872 0.0 -0.1 0.1
H -1.011427 1.553468 2.500201 -0.1 0.0 0.0
H 2.249905 -3.784771 4.418331 0.0 0.0 0.0
H 1.583475 -4.295118 2.885555 0.1 0.0 0.0